Entry 1:
18
Properties=species:S:1:pos:R:3:forces:R:3 method="wB97M-V/def2-TZVPD" e_lumo_ev=0.80 energy_ha=-381.13628 de_lowest_kcal_mol=93.6 e_homo_ev=-8.885 smiles="C=C(C)C(=O)N(C)N"
C 1.2150 0.1843 -1.8616 0.2 0.1 0.0
C 0.1193 0.5581 -1.2295 -0.7 1.4 2.7
C -1.1389 1.0735 -1.8321 0.2 0.2 -0.4
C 0.1234 0.7665 0.5508 0.3 -0.5 -7.3
O 0.3432 1.8437 1.0121 -0.1 0.3 1.2
N 0.1913 -0.4762 0.9135 1.2 -0.9 7.5
C 0.3429 -0.4778 2.6670 -0.4 -0.8 -2.9
N -0.5957 -1.5695 0.5146 -0.8 -0.9 0.3
H 2.0963 -0.1697 -1.3459 0.1 0.0 0.2
H 1.3250 0.3295 -2.9312 -0.2 -0.3 -0.1
H -1.9805 0.4361 -1.5559 -0.1 0.0 0.0
H -1.0627 1.1300 -2.9207 -0.1 -0.1 0.0
H -1.3425 2.0779 -1.4576 -0.1 0.0 0.1
H -0.6475 -0.5651 3.1098 -0.1 0.1 -0.3
H 0.9236 -1.3714 2.8858 0.1 0.1 -0.1
H 0.8412 0.4370 2.9697 0.0 -0.1 -0.4
H -0.1986 -2.3885 0.9780 0.0 0.4 0.0
H -0.5547 -1.8182 -0.4669 0.5 0.8 -0.3

***

Entry 2:
55
Properties=species:S:1:pos:R:3:forces:R:3 method="wB97M-V/def2-TZVPD" e_lumo_ev=1.51 charge=-1 energy_ha=-4434.83874 de_lowest_kcal_mol=52.0 e_homo_ev=-2.928
Cs -1.3728 -0.5337 -0.3045 3.4 3.2 2.8
C 0.6827 1.7805 -3.2601 0.0 -0.2 -0.1
C 0.5747 0.3956 -3.9033 -0.1 0.1 -0.1
S 0.7115 -1.0419 -2.8147 0.4 0.0 -0.4
C 2.4934 -1.0532 -2.4931 0.2 0.0 0.1
C 2.9549 -0.2832 -1.2497 -0.1 0.0 -0.2
S 2.0780 -0.8845 0.2085 0.3 -0.1 0.2
C 2.7990 0.1974 1.4576 -0.1 0.2 0.1
C 2.5881 1.7077 1.2523 0.1 -0.1 0.0
S 0.8664 2.1566 0.8987 0.0 0.0 0.1
C 1.1084 3.3739 -0.4179 0.0 0.1 -0.1
C -0.1387 3.5409 -1.2863 0.0 0.1 0.1
S -0.7032 2.0594 -2.1357 0.1 0.4 -0.4
H 0.6775 2.5489 -4.0377 0.0 0.0 0.0
H 1.6212 1.8633 -2.7128 0.0 0.0 0.0
H 1.3240 0.3077 -4.6925 0.0 0.0 0.0
H -0.4006 0.2770 -4.3839 0.0 0.0 0.0
H 3.0261 -0.7000 -3.3814 0.0 0.0 0.1
H 2.7423 -2.1104 -2.3711 0.0 0.0 0.0
H 2.7532 0.7848 -1.3657 0.0 -0.1 0.0
H 4.0322 -0.4127 -1.0997 0.0 0.0 0.0
H 3.8716 0.0042 1.5362 0.0 0.0 0.0
H 2.3503 -0.1208 2.4028 0.0 0.1 -0.1
H 3.1925 2.0642 0.4168 0.0 0.0 0.0
H 2.9307 2.2295 2.1487 0.0 0.0 0.0
H 1.9538 3.0495 -1.0269 0.0 0.0 0.0
H 1.3687 4.3435 0.0091 0.0 0.1 0.0
H 0.0369 4.3339 -2.0153 0.0 0.0 0.0
H -0.9930 3.8548 -0.6809 0.1 0.0 0.0
Cl -5.2845 -4.6724 -4.5432 0.0 0.1 0.1
C -4.8078 -3.6444 -3.2171 0.3 0.1 0.1
C -5.7454 -3.1164 -2.3506 0.2 0.2 0.2
Cl -7.4438 -3.4619 -2.5498 0.2 0.0 0.0
C -5.3076 -2.2827 -1.2942 0.1 -0.1 -0.1
Cl -6.4719 -1.5971 -0.1764 0.1 -0.1 -0.2
C -3.9559 -1.9472 -1.0638 -0.8 0.0 0.2
O -3.5875 -1.1589 -0.0993 -3.0 -1.4 -0.2
C -2.9676 -2.5177 -1.9735 0.1 -0.4 -0.5
O -1.7017 -2.2489 -1.8283 -1.2 -2.3 -1.8
C -3.4417 -3.3385 -3.0131 -0.1 0.1 0.0
Cl -2.2198 -3.9726 -4.0996 -0.2 0.0 0.1
N -1.3424 -0.5713 3.2501 0.3 0.0 0.2
C -0.2203 -0.2103 3.9637 -0.1 -0.1 -0.3
C 0.0727 1.1320 4.2369 0.0 0.0 0.0
C 1.2430 1.4755 4.8981 0.0 -0.1 0.0
C 2.1514 0.5048 5.3151 -0.1 0.0 -0.1
C 1.8655 -0.8273 5.0328 -0.1 0.0 0.1
C 0.7011 -1.1855 4.3720 0.0 0.0 0.0
H -2.0847 0.0730 3.0599 0.0 0.1 0.0
H -1.5341 -1.5384 3.0745 -0.1 -0.1 0.0
H -0.6080 1.9045 3.8919 0.1 -0.1 0.1
H 1.4491 2.5228 5.0865 0.0 0.0 0.0
H 3.0582 0.7800 5.8396 0.0 0.0 0.0
H 2.5559 -1.6046 5.3383 0.0 0.0 0.0
H 0.4978 -2.2295 4.1522 0.0 0.1 0.0

***

Entry 3:
13
Properties=species:S:1:pos:R:3:forces:R:3 method="wB97M-V/def2-TZVPD" multiplicity=3 e_lumo_ev="0.57 / -1.71" energy_ha=-653.85814 de_lowest_kcal_mol=5.7 e_homo_ev="-7.786 / -10.865"
B 1.4587 -0.1703 0.2333 -2.3 0.6 0.4
C 1.2323 1.2053 -0.4152 -0.3 0.5 -2.8
C -2.5361 -0.7579 -0.4363 -1.5 -0.5 -0.2
O 2.6079 -0.6234 0.6608 2.6 -2.1 1.8
O 0.3797 -1.0004 0.3452 -1.5 -0.8 -1.2
S -3.3140 -0.0935 0.9010 -0.2 -0.2 0.1
H 1.9996 1.1543 -1.2457 -0.5 0.8 0.7
H 0.2762 1.0761 -1.0075 0.7 0.4 0.6
H -3.2059 -1.3165 -1.0936 0.9 -0.1 -0.5
H 1.1710 2.2179 0.0319 0.5 -0.9 0.1
H 2.5573 -1.5308 1.0829 0.0 1.6 -0.9
H -0.3128 -0.8103 -0.3459 0.8 -0.2 1.4
H -2.3138 0.6496 1.2890 0.7 0.7 0.6

***

Entry 4:
21
Properties=species:S:1:pos:R:3:forces:R:3 method="wB97M-V/def2-TZVPD" e_lumo_ev=1.13 energy_ha=-274.97996 de_lowest_kcal_mol=85.5 e_homo_ev=-9.015
C -1.3934 1.3284 0.5038 2.4 0.5 -0.1
C -1.5495 -0.1607 0.5933 2.3 -1.1 -0.4
C -2.4911 -0.8776 -0.3741 0.2 0.0 0.1
C 0.2415 -1.0505 0.1440 -2.0 1.1 0.6
C 1.3252 -0.0411 0.0521 -1.0 2.1 0.9
C 2.8133 0.0054 0.2746 0.0 0.0 0.1
C 2.2221 0.4199 -1.0594 0.0 0.1 -0.1
H -0.1933 1.5435 0.5125 -3.1 0.1 -0.4
H -1.8126 1.7726 -0.4128 0.2 -0.1 0.4
H -1.6459 1.9197 1.3863 -0.6 -0.3 -0.1
H -1.6883 -0.4887 1.6262 0.0 0.0 -0.2
H -3.5474 -0.9036 -0.0687 0.3 0.2 0.1
H -2.4588 -0.4327 -1.3777 0.1 -0.1 0.2
H -2.1663 -1.9202 -0.4587 -0.2 0.1 -0.1
H 0.3853 -1.8090 0.9260 -0.2 0.3 -0.3
H -0.1115 -1.4674 -0.7946 0.4 -0.2 0.0
H 0.8753 0.9673 0.4965 1.6 -2.2 -0.6
H 3.1640 0.7859 0.9479 0.0 -0.2 -0.2
H 3.4352 -0.8889 0.2854 -0.4 0.0 0.0
H 2.4584 -0.1853 -1.9337 -0.2 -0.1 0.3
H 2.1379 1.4830 -1.2690 0.3 -0.2 -0.1

***

Entry 5:
86
Properties=species:S:1:pos:R:3:forces:R:3 method="wB97M-V/def2-TZVPD" e_lumo_ev=-3.91 charge=+1 energy_ha=-2405.51865 e_homo_ev=-11.456
C 2.6615 2.0720 1.6801 0.6 -1.3 -0.1
C 4.3307 2.0570 1.7827 -1.0 -0.8 -0.1
C 4.7722 0.4966 1.4902 0.9 -0.8 1.1
N 4.7381 -0.3459 0.2331 1.3 -0.4 5.7
C 5.2274 -1.7474 0.5606 0.5 2.8 6.0
C 5.5613 -1.6258 2.1603 -0.4 0.3 -1.8
C 6.0945 -2.7032 3.2738 -1.2 0.0 -0.5
C 6.6981 -4.0993 2.6600 0.6 -0.6 2.1
C 6.1465 -5.3128 3.6704 -0.1 0.9 0.0
O 8.1787 -4.0608 2.9044 -1.1 0.0 -2.6
N 5.2895 -0.2463 2.7172 -1.3 -2.4 -8.4
H 2.3044 1.2039 2.4164 0.6 2.1 -1.5
H 2.3662 1.6916 0.5963 0.5 1.2 2.2
H 2.1983 3.1100 1.9595 1.0 -2.1 -0.7
H 4.6096 2.3073 2.9151 -0.3 -0.7 -2.7
H 4.8351 2.8163 1.0472 -0.9 -1.6 1.4
H 4.3937 -0.0066 -0.6987 0.5 -0.3 1.5
H 5.3414 -2.7114 -0.0932 -0.4 2.5 1.2
H 5.1449 -3.0138 3.9266 1.9 0.8 -1.5
H 6.8571 -2.1781 4.0177 -1.4 -1.2 -1.9
H 6.4280 -4.2935 1.5365 0.5 0.5 2.2
H 6.9275 -6.1800 3.8006 -1.6 1.7 -0.7
H 5.0988 -5.6528 3.2709 2.2 0.5 1.0
H 6.0164 -4.8339 4.7563 0.2 -1.1 -2.4
H 8.6482 -4.1331 2.0156 -0.9 0.2 1.8
H 5.4360 0.0696 3.7048 -0.3 -0.2 -1.6
C -1.5990 3.6972 1.3277 -0.2 -0.2 -0.1
C -2.6668 2.9808 1.6923 0.2 0.1 -0.2
C -2.8567 2.5461 3.0902 -0.8 -0.4 0.1
O -3.8327 1.8887 3.4243 0.7 0.4 -0.2
C -1.8223 2.9348 4.0693 0.5 0.2 0.2
C -0.7545 3.6512 3.7048 -0.2 -0.2 0.3
C -0.5646 4.0860 2.3068 0.3 0.3 -0.3
O 0.4114 4.7434 1.9727 -0.3 -0.4 0.2
H -1.4441 4.0235 0.3065 -0.1 0.0 0.1
H -3.4346 2.6884 0.9860 0.1 0.1 0.1
H -1.9772 2.6086 5.0905 0.0 0.0 0.0
H 0.0133 3.9437 4.4110 0.0 0.0 0.0
C 1.8776 -9.1720 3.0770 0.3 0.1 0.4
C 2.4973 -8.1912 3.7407 -0.1 -0.4 0.0
C 2.5026 -6.8058 3.2311 0.1 0.2 0.2
O 3.0713 -5.9079 3.8369 -0.3 -0.3 -0.2
C 1.7957 -6.5459 1.9613 0.1 -0.2 -0.3
C 1.1760 -7.5266 1.2976 0.2 0.5 0.1
C 1.1706 -8.9121 1.8072 -0.5 -0.7 -0.5
O 0.6020 -9.8100 1.2014 0.4 0.7 0.5
H 1.8647 -10.1937 3.4365 0.0 0.0 0.0
H 3.0196 -8.3656 4.6738 0.0 0.0 0.0
H 1.8086 -5.5242 1.6018 0.1 -0.3 0.1
H 0.6537 -7.3522 0.3645 0.0 0.0 0.1
C -5.1776 2.5189 -3.5402 -0.1 0.0 0.5
C -4.9183 2.9482 -2.3013 -0.3 -0.2 -0.3
C -3.7139 3.7483 -2.0042 0.1 0.3 0.5
O -3.4747 4.1399 -0.8702 -0.2 -0.2 -0.8
C -2.8084 4.0569 -3.1288 0.1 -0.1 -0.4
C -3.0677 3.6276 -4.3677 0.3 0.2 0.3
C -4.2721 2.8275 -4.6648 -0.1 -0.3 -0.8
O -4.5112 2.4358 -5.7988 0.1 0.3 0.8
H -6.0561 1.9304 -3.7751 0.0 0.0 0.0
H -5.5730 2.7308 -1.4659 0.0 0.0 0.0
H -1.9299 4.6453 -2.8939 0.0 0.0 0.0
H -2.4130 3.8450 -5.2031 -0.1 0.0 0.0
C -6.1016 5.6999 -6.1611 -0.3 -0.2 -0.2
C -7.0529 5.6243 -7.0969 0.3 -0.3 0.4
C -7.4066 6.7935 -7.9258 -0.7 0.0 -0.7
O -8.2786 6.7258 -8.7812 0.6 0.0 0.6
C -6.6676 8.0482 -7.6819 0.3 0.3 0.2
C -5.7163 8.1237 -6.7462 -0.3 0.2 -0.3
C -5.3626 6.9546 -5.9172 0.5 0.1 0.5
O -4.4906 7.0223 -5.0619 -0.5 -0.1 -0.5
H -5.8304 4.8520 -5.5440 0.0 0.1 -0.1
H -7.6034 4.7111 -7.2884 0.0 0.0 0.0
H -6.9388 8.8960 -8.2991 0.0 0.0 0.0
H -5.1658 9.0370 -6.5547 0.0 0.0 0.0
C -0.7533 -2.1714 -1.1611 0.3 -0.4 -0.1
C -0.2412 -3.2918 -0.6429 0.0 0.3 -0.3
C -0.5567 -3.7117 0.7368 0.1 -0.5 0.3
O -0.0869 -4.7360 1.2126 -0.6 0.9 -0.5
C -1.4608 -2.8467 1.5205 -0.2 0.3 0.1
C -1.9730 -1.7262 1.0022 0.0 -0.3 0.4
C -1.6575 -1.3064 -0.3774 -0.5 0.8 -0.3
O -2.1273 -0.2820 -0.8533 0.4 -0.7 0.3
H -0.5315 -1.8486 -2.1710 0.0 0.0 0.0
H 0.4228 -3.9373 -1.2051 0.0 0.0 0.0
H -1.6826 -3.1694 2.5304 0.0 0.0 0.0
H -2.6370 -1.0807 1.5645 0.0 0.0 0.0

***

Entry 6:
45
Properties=species:S:1:pos:R:3:forces:R:3 method="wB97M-V/def2-TZVPD" e_lumo_ev=-3.20 charge=+1 energy_ha=-1059.49200 de_lowest_kcal_mol=0.0 e_homo_ev=-12.020 smiles=Cc1cc2[nH]c[n+]([C@H](c3ccccc3)c3ccc(F)cc3)c2cc1C
C -5.5587 1.2899 0.3167 -0.8 0.2 -0.1
C -4.1015 1.0457 0.1217 0.9 0.1 -0.5
C -3.3649 1.2567 -1.0544 -0.4 0.2 0.2
C -1.9831 1.0463 -1.0428 0.0 -0.2 -0.8
N -1.0700 1.0519 -2.1120 1.1 0.0 -0.3
C 0.1540 0.7399 -1.6626 -1.2 -0.2 0.9
N 0.1128 0.4425 -0.3543 -1.9 0.3 -0.7
C 1.3269 0.0023 0.3403 1.6 -0.7 -0.1
C 2.4642 0.7973 -0.2511 0.3 1.0 -0.2
C 2.6932 2.0420 0.3366 0.6 -0.6 0.4
C 3.8678 2.7351 0.0530 -0.4 0.5 0.3
C 4.8003 2.2362 -0.8478 -0.6 -0.2 0.1
C 4.4790 1.0833 -1.5589 -0.3 -0.1 -0.4
C 3.2604 0.4205 -1.3456 0.4 -0.2 0.3
C 1.6013 -1.5097 0.2699 -0.3 -0.5 0.4
C 0.4834 -2.3209 0.4525 0.1 -0.4 -0.4
C 0.5414 -3.6909 0.1893 -0.1 0.0 0.3
C 1.7762 -4.2756 -0.0587 -0.3 -0.7 -0.7
F 1.8270 -5.6075 -0.4265 0.0 1.6 0.7
C 2.9461 -3.5357 -0.0052 -0.1 0.2 0.2
C 2.8596 -2.1461 0.1722 0.0 0.2 -0.3
C -1.2582 0.6324 0.0726 -0.2 -0.6 -0.3
C -2.0158 0.3035 1.2021 0.2 0.0 0.4
C -3.4124 0.5401 1.2291 1.5 -0.6 0.9
C -4.1290 0.2023 2.5251 0.0 -0.1 0.2
H -6.0963 1.7122 -0.5192 0.2 0.1 -0.5
H -6.0949 0.3748 0.5782 0.2 -0.1 -0.1
H -5.7445 1.9686 1.1535 0.2 0.0 -0.1
H -3.8657 1.5958 -1.9606 0.2 -0.1 0.2
H -1.2181 1.1365 -3.1192 -0.4 0.3 0.7
H 1.0728 0.7409 -2.2305 -0.3 0.0 -0.1
H 1.2759 0.2317 1.4017 -0.4 0.5 0.0
H 1.9890 2.3667 1.1122 0.5 0.1 -0.2
H 4.0356 3.6625 0.5912 0.2 0.0 -0.2
H 5.7247 2.7618 -1.0261 0.1 0.0 0.0
H 5.1901 0.6825 -2.2845 -0.4 0.2 0.0
H 2.9731 -0.4047 -2.0130 0.4 0.1 0.6
H -0.4461 -1.8683 0.8049 0.1 -0.3 -0.5
H -0.3703 -4.2824 0.1787 0.3 0.0 0.1
H 3.9072 -4.0399 -0.1058 -0.3 0.2 0.0
H 3.8023 -1.5827 0.2075 -0.6 -0.2 -0.1
H -1.5120 -0.1669 2.0563 -0.4 0.4 -0.2
H -5.1948 0.4442 2.5190 0.4 -0.1 0.0
H -4.0491 -0.8748 2.7369 0.1 0.3 0.0
H -3.6790 0.7600 3.3578 -0.1 -0.2 -0.2